Below is one molecule with the formula C21H21N3O4 in a non-equilibrium geometry, with properties calculated with ωB97M-V with the def2-TZVPD basis set.

Each line ends with the Löwdin charge.
Element x y z (Å)
C  -2.332  1.598  0.781  -0.326
C  3.745  -1.670  0.334  -0.133
C  -4.836  -0.806  0.322  -0.152
H  5.308  -4.340  1.710  0.104
N  -2.120  0.883  1.837  0.116
H  -1.784  2.974  -0.721  0.147
C  2.496  4.057  0.198  -0.058
C  3.439  -0.256  0.695  -0.438
C  1.875  1.599  0.405  -0.184
H  2.880  -1.647  -1.637  0.109
H  2.451  1.610  -2.258  0.078
O  -0.207  2.714  0.605  0.028
H  -6.494  -3.596  1.265  0.105
H  4.656  -5.337  -0.452  0.102
H  -4.613  -2.137  1.974  0.113
C  -5.548  -0.505  -0.838  -0.020
H  3.107  4.770  -0.350  0.081
H  -1.930  3.693  0.919  0.147
C  -5.179  -1.925  1.082  -0.018
H  3.739  2.374  -0.246  0.138
H  1.335  2.961  -2.043  0.082
C  0.401  1.652  0.072  -0.440
C  4.404  -4.310  -0.230  -0.085
H  1.456  4.367  0.128  0.071
C  2.354  2.621  -1.868  -0.051
C  4.769  -3.751  0.983  -0.074
C  3.723  -3.548  -1.166  -0.081
C  -3.741  0.031  0.752  -0.275
O  -3.352  1.121  0.043  0.152
H  2.013  1.792  1.477  0.168
H  -5.276  0.361  -1.422  0.115
H  3.450  -3.980  -2.118  0.103
C  -6.227  -2.730  0.679  -0.074
O  -0.167  0.834  -0.607  0.139
O  4.126  0.389  1.465  0.077
C  4.448  -2.435  1.260  -0.017
C  2.691  2.661  -0.380  -0.352
H  4.732  -1.976  2.195  0.118
N  2.341  0.268  0.098  0.118
H  2.793  4.081  1.242  0.086
N  -3.014  -0.118  1.820  0.113
H  1.702  -0.308  -0.430  0.128
H  -7.148  -1.084  -2.128  0.104
C  -1.600  2.821  0.350  -0.055
H  3.029  3.268  -2.422  0.082
H  -7.754  -3.060  -0.785  0.103
C  -6.935  -2.428  -0.474  -0.083
C  -6.595  -1.317  -1.230  -0.078
C  3.391  -2.234  -0.888  -0.033

Properties
Gap between HOMO and LUMO: 9.33 eV
Energy above the lowest of the compared OMol25 structures with the same formula, charge and spin: 1.9086 eV
HOMO energy: -9.0 eV



Below is one molecule with the formula C21H21N3O5S2 in a non-equilibrium geometry, with properties calculated with ωB97M-V with the def2-TZVPD basis set.

Each line ends with the Löwdin charge.
Element x y z (Å)
O  -3.838  1.986  0.853  0.101
C  4.123  -1.552  0.188  -0.011
O  4.694  1.157  0.477  -0.004
N  -3.883  2.915  -1.137  0.061
H  -5.113  -1.346  2.664  0.111
C  -4.839  -0.910  0.585  -0.221
N  0.745  1.995  -0.724  0.112
C  3.477  1.540  0.113  -0.418
C  -3.297  -3.221  0.521  -0.098
C  1.268  0.736  -0.621  -0.411
C  2.567  0.447  -0.221  -0.096
H  0.008  -3.205  -2.154  0.082
C  -5.669  0.356  0.604  -0.052
O  3.150  2.719  0.062  0.080
C  -0.533  2.197  -1.144  -0.553
C  -3.281  2.874  0.007  -0.692
S  0.341  -0.653  -0.975  1.206
H  0.186  -4.683  -1.184  0.090
H  -1.698  3.855  -1.897  0.085
H  7.660  2.321  1.440  0.078
H  1.406  2.734  -0.457  0.131
H  5.724  2.864  -0.050  0.129
H  -0.567  -3.228  -0.489  0.050
C  -3.468  -2.468  -0.630  -0.080
H  -4.368  -0.729  -1.494  0.118
H  7.324  0.974  0.342  0.079
C  -4.655  -1.660  1.737  -0.040
H  -2.707  -4.125  0.498  0.099
H  -0.167  4.343  -1.074  0.086
C  -4.236  -1.319  -0.599  -0.028
H  -3.758  -3.395  2.604  0.103
N  -4.874  2.009  -1.076  0.107
C  0.206  -3.597  -1.158  -0.048
H  4.908  -1.182  -0.469  0.093
C  5.618  2.194  0.811  -0.213
C  2.817  -0.956  -0.199  -0.208
C  -0.990  3.634  -1.100  -0.325
C  6.940  1.551  1.180  -0.059
H  4.379  -1.254  1.203  0.093
C  -3.890  -2.814  1.703  -0.080
H  -6.532  0.256  -0.055  0.135
H  -3.005  -2.776  -1.555  0.103
H  4.075  -2.634  0.126  0.069
S  -1.894  3.797  0.490  1.017
C  1.708  -1.681  -0.580  -0.367
O  -1.252  1.268  -1.451  -0.006
H  5.208  2.777  1.644  0.130
C  -4.838  1.469  0.098  -0.349
H  -6.002  0.574  1.619  0.126
H  6.810  0.885  2.028  0.079
C  1.562  -3.130  -0.686  -0.463
O  2.450  -3.914  -0.418  0.068

Properties
Gap between HOMO and LUMO: 8.59 eV
Energy above the lowest of the compared OMol25 structures with the same formula, charge and spin: 1.5529 eV
HOMO energy: -8.5 eV



Below is an isolated ion of composition C21H21N4O3S2 and charge +1 in a non-equilibrium geometry, with properties calculated with ωB97M-V with the def2-TZVPD basis set.

Each line ends with the Löwdin charge.
Element x y z (Å)
H  3.041  3.728  -0.430  0.124
C  2.385  0.044  -1.429  -0.037
C  2.640  0.268  2.379  -0.286
H  -6.700  -3.111  -0.730  0.079
N  0.524  3.057  -0.488  0.085
C  3.677  0.546  -1.306  -0.341
H  1.856  0.800  4.268  0.102
N  5.026  -1.423  0.333  0.111
H  -1.701  -3.116  0.095  0.073
H  -6.595  -0.796  -0.877  0.114
H  4.890  -2.416  0.123  0.159
C  -2.711  1.646  -0.396  -0.320
H  4.739  0.903  2.158  0.128
C  -5.529  -0.800  -0.698  -0.028
H  -5.546  -3.828  0.400  0.087
H  -1.751  -0.799  -0.073  0.103
H  -3.162  -3.835  0.784  0.086
S  -1.963  4.089  -0.227  1.071
C  -3.472  0.407  -0.441  -0.172
H  5.953  -1.258  0.730  0.161
C  3.940  0.229  1.938  0.060
N  2.796  -1.517  1.108  0.130
H  2.238  -0.979  -1.732  0.129
C  -5.645  -3.295  -0.545  -0.041
C  -3.213  2.912  -0.245  -0.339
H  4.950  2.205  -0.867  0.125
C  -0.817  2.769  -0.430  -0.593
H  -5.379  1.322  -0.832  0.108
H  2.425  2.162  3.298  0.095
C  1.324  0.871  -1.156  0.030
C  -2.759  -3.299  -0.075  -0.042
C  1.546  2.211  -0.777  -0.197
H  0.307  0.519  -1.226  0.100
H  -4.231  3.220  -0.129  0.072
S  5.025  -0.529  -1.511  0.817
H  0.896  1.336  2.898  0.095
C  1.913  1.206  3.258  0.023
C  3.931  1.862  -0.937  -0.051
H  -5.264  -3.947  -1.331  0.087
C  -2.815  -0.808  -0.255  0.012
C  3.972  -0.934  1.137  -0.368
O  6.297  0.092  -1.439  -0.235
C  2.868  2.696  -0.693  0.011
O  1.981  -0.779  1.871  0.045
C  -4.846  0.399  -0.667  -0.022
O  4.790  -1.687  -2.287  -0.222
C  -3.496  -2.013  -0.283  -0.225
N  -1.349  1.602  -0.492  0.095
C  -4.879  -2.013  -0.508  -0.230
H  0.761  4.027  -0.322  0.145
H  -2.866  -3.946  -0.945  0.086

Properties
Gap between HOMO and LUMO: 6.16 eV
HOMO energy: -10.1 eV
Total charge: +1



Below is C21H21N5O2SSn as an isolated structure in a non-equilibrium geometry, with properties calculated with ωB97M-V with the def2-TZVPD basis set.

Each line ends with the Löwdin charge.
Element x y z (Å)
C  -0.090  0.593  -3.542  -0.076
H  3.863  -0.916  1.615  0.153
S  2.342  -1.015  3.885  1.308
C  -1.472  -0.857  5.409  0.106
H  2.762  -0.901  0.218  0.094
C  5.352  -3.700  -1.630  -0.033
N  3.784  -1.605  -1.811  0.105
H  1.594  -0.771  -3.639  0.148
H  -2.067  -1.141  6.270  0.167
O  -0.429  2.674  0.634  0.178
Sn  -0.355  -0.197  -1.226  1.314
H  0.340  -2.702  -2.730  0.159
C  -0.165  -1.744  -2.846  -0.161
N  -3.259  -0.934  0.452  0.123
C  1.975  -0.680  2.155  -0.524
C  -0.467  1.880  -0.202  -0.203
C  -0.008  -0.224  3.089  -0.186
C  4.450  -2.560  -1.721  -0.240
H  -4.821  -1.323  3.149  0.086
C  -1.364  0.149  3.196  0.091
H  -0.398  7.422  -3.347  0.110
H  -2.093  -2.447  -2.142  0.157
H  -4.907  -2.923  2.265  0.114
C  -0.091  5.327  -3.336  -0.250
H  -6.030  -1.594  1.838  0.121
H  1.309  6.916  -3.465  0.101
C  -2.166  -0.347  -2.747  -0.087
H  -1.867  1.738  -3.336  0.153
H  -1.839  0.599  2.320  0.124
H  0.451  1.429  -3.999  0.157
C  1.575  1.742  -0.966  -0.035
H  5.400  -4.199  -2.612  0.114
C  0.565  -0.623  -3.319  -0.125
N  0.730  -0.306  1.914  0.147
H  0.503  6.761  -1.888  0.097
N  2.924  -0.886  1.237  0.279
C  0.345  6.682  -2.984  -0.051
C  -1.549  -1.603  -2.569  -0.141
O  2.221  2.134  -0.099  0.141
C  -1.432  0.736  -3.238  -0.058
C  0.638  -0.751  4.255  -0.330
H  4.970  -4.413  -0.877  0.103
H  -3.098  0.176  4.448  0.154
C  -4.042  -1.342  1.207  -0.236
H  6.353  -3.330  -1.344  0.114
C  -5.006  -1.826  2.181  -0.025
N  -0.425  4.229  -3.550  0.102
C  -0.112  -1.197  5.350  0.070
C  -2.058  -0.140  4.371  0.064
H  0.360  -1.785  6.122  0.157
H  -3.194  -0.207  -2.414  0.153

Properties
Gap between HOMO and LUMO (alpha / beta): 3.36 / 3.14 eV
Energy above the lowest of the compared OMol25 structures with the same formula, charge and spin: 3.4472 eV
HOMO energy (alpha / beta): -19.9 / -19.9 eV
Total charge: +4



Below is C21H21N5O3 as an isolated structure in a non-equilibrium geometry, with properties calculated with ωB97M-V with the def2-TZVPD basis set.

Each line ends with the Löwdin charge.
Element x y z (Å)
H  -2.355  -3.030  -1.447  0.038
H  2.529  1.361  2.744  0.118
H  5.451  0.158  -1.015  0.163
C  -1.204  -1.475  1.889  -0.030
C  -2.087  -2.528  -0.611  0.018
C  4.693  0.218  -0.123  -0.104
H  2.863  0.024  -3.586  -0.005
H  -2.945  -0.455  -0.943  0.121
C  -2.250  0.934  1.105  -0.255
C  -0.828  -2.883  1.418  -0.032
C  3.260  1.044  1.896  0.028
C  0.149  1.591  1.364  -0.427
C  -1.242  -3.339  0.364  -0.429
H  -0.970  -4.751  -1.941  0.143
H  -2.631  -5.231  -0.934  0.157
C  -1.298  2.434  -0.453  -0.318
C  -2.336  -1.204  -0.365  0.031
N  1.210  1.195  0.533  0.133
H  -2.832  3.197  -1.928  0.176
O  0.384  1.756  2.463  0.159
N  -4.582  0.802  1.269  0.141
H  -1.956  0.950  2.278  0.190
C  3.463  0.471  -0.371  -0.270
O  2.798  0.533  -1.707  -0.140
C  2.616  1.068  0.401  -0.088
H  -0.698  4.052  -1.488  0.135
H  -0.890  -6.319  -0.832  0.089
C  3.502  -0.022  -2.900  -0.019
C  -3.582  2.088  -0.379  -0.246
N  -2.432  2.570  -1.195  0.153
C  -0.158  3.134  -1.121  0.063
C  -1.977  -0.759  1.100  -0.104
N  -4.898  2.170  -0.770  0.104
H  -6.559  1.424  0.602  0.055
H  4.947  0.881  3.352  0.191
H  6.394  0.184  1.009  0.118
C  4.534  0.578  2.097  -0.148
C  -1.356  -5.288  -0.840  -0.106
N  -3.394  1.087  0.584  -0.149
H  -0.150  -3.447  2.303  0.192
H  -0.090  2.809  -1.980  0.021
H  4.311  0.637  -2.996  0.062
C  -5.532  1.497  0.517  -0.040
H  0.917  1.095  -0.510  0.164
O  -0.799  -4.524  0.199  -0.096
C  5.354  0.543  1.004  -0.123
C  -1.097  1.638  0.435  -0.079
H  3.925  -1.127  -2.648  0.148
H  0.550  3.303  -0.639  -0.022
H  -0.718  -1.042  2.796  0.121

Properties
Gap between HOMO and LUMO: 8.61 eV
Energy above the lowest of the compared OMol25 structures with the same formula, charge and spin: 19.8646 eV
HOMO energy: -8.2 eV



Number 1 is which compound?
C21H21N3O4